# C5H13NO2

2 unconnected molecules or ions with the total composition C5H13NO2 in a non-equilibrium geometry (ωB97M-V/def2-TZVPD, the OMol25 dataset).

Computed properties:
<S²> ... 0.7542
Total charge ... +1
Multiplicity ... 2

Structure (XYZ):
```
21
Properties=species:S:1:pos:R:3:forces:R:3:lowdin_spin:R:1
O 2.259899 -0.164667 1.645844 -0.5 0.0 -0.8 0.003
C 2.442026 0.326985 0.546544 0.8 0.2 2.1 0.001
C 1.418393 1.213199 -0.104400 0.4 -0.4 0.6 0.008
C 0.483152 0.232795 -0.851096 -0.2 1.0 1.1 0.052
C -0.563694 -0.369160 0.164149 2.8 -1.3 -0.8 0.076
C -1.241172 -2.620196 0.761594 -0.5 -1.8 -1.1 0.071
N -1.048940 -1.659671 -0.388023 -1.6 1.2 5.3 0.686
H 3.451156 0.185790 0.143902 0.0 0.0 -0.8 0.000
H 1.035732 1.844460 0.710626 -0.7 -0.5 -0.3 0.000
H 1.927085 1.932499 -0.723228 0.0 0.0 -0.9 0.003
H 1.113983 -0.475570 -1.368802 -0.1 -0.7 0.1 0.000
H -0.119316 0.701091 -1.580092 -0.4 0.8 -1.0 0.001
H -0.054997 -0.588375 1.129131 -0.3 0.1 -0.8 0.003
H -1.324539 0.378485 0.318904 -0.7 0.0 -0.3 0.025
H -1.425740 -2.137332 1.724790 0.4 0.5 -0.4 0.021
H -2.120505 -3.285789 0.578599 0.7 0.6 -0.3 0.004
H -0.386644 -3.292497 0.860021 0.2 0.2 0.0 0.022
H -1.956550 -1.605449 -0.810849 -0.2 0.1 -1.8 0.022
H -1.826904 2.872934 -0.495684 0.9 0.0 1.1 0.000
H -1.175128 3.400683 -1.573340 1.3 0.4 -0.2 0.000
O -0.887291 3.109775 -0.688598 -2.4 -0.4 -0.9 0.002
```
Positions in Å, forces in eV/Å.

# C5H13NO2P

A gas-phase ion, C5H13NO2P (charge -1) in a non-equilibrium geometry (ωB97M-V/def2-TZVPD, the OMol25 dataset).

Computed properties:
Total charge ... -1
SMILES ... CCC(C)(C)[P@@](N)(=O)[O-]

Structure (XYZ):
```
22
Properties=species:S:1:pos:R:3:forces:R:3:nbo_charge:R:1
C -1.764038 1.725597 -0.028282 0.0 -0.2 0.1 -0.610
C -1.081788 0.459561 0.490571 -0.1 0.1 -0.1 -0.420
C 0.249574 0.153570 -0.162394 1.5 -1.8 1.6 -0.307
C 0.158235 -0.257931 -1.614131 0.0 -0.1 0.1 -0.636
C 1.277754 1.249958 0.034936 0.0 0.0 0.0 -0.642
P 1.152791 -1.398559 0.923372 -1.4 1.2 -1.7 2.261
N -0.143770 -2.546002 0.721618 0.4 0.2 0.2 -1.218
O 2.366941 -1.848139 0.177133 0.0 0.1 -0.4 -1.191
O 1.245993 -1.023308 2.356938 -0.3 0.2 0.4 -1.182
H -2.727082 1.871106 0.464256 -0.1 0.1 0.0 0.191
H -1.939630 1.664595 -1.102975 0.0 0.1 -0.1 0.188
H -1.147964 2.601059 0.168281 0.0 0.1 0.0 0.193
H -0.906363 0.560278 1.562283 -0.1 -0.1 0.1 0.217
H -1.743890 -0.398052 0.346541 0.0 0.0 0.1 0.208
H -0.647214 -0.977233 -1.765230 -0.1 -0.1 -0.1 0.196
H 1.096796 -0.724997 -1.908351 0.1 0.0 -0.1 0.232
H -0.017479 0.604773 -2.265498 -0.1 0.0 -0.1 0.174
H 1.092517 2.128903 -0.590437 0.0 0.1 -0.1 0.168
H 1.294421 1.549696 1.081617 0.1 0.1 0.1 0.217
H 2.261896 0.850150 -0.208149 0.1 0.1 -0.1 0.227
H -0.006065 -3.028189 -0.159847 0.0 -0.1 0.1 0.366
H -0.071633 -3.216834 1.477746 -0.1 -0.1 0.0 0.369
```
Positions in Å, forces in eV/Å.

# C5H13NO2S

2 unconnected molecules or ions with the total composition C5H13NO2S in a non-equilibrium geometry (ωB97M-V/def2-TZVPD, the OMol25 dataset).

Computed properties:
<S²> ... 2.0084
Total charge ... 0
Multiplicity ... 3

Structure (XYZ):
```
22
Properties=species:S:1:pos:R:3:forces:R:3:lowdin_spin:R:1
C -0.552260 1.934982 -1.750501 -0.2 0.1 0.0 0.011
C -1.091340 -2.911582 -0.766542 0.0 0.0 0.0 0.005
C 0.879848 0.525406 2.524505 0.0 0.3 0.2 0.020
C -0.708915 1.492361 -0.301355 0.3 -0.7 -0.5 0.036
C 0.453252 0.634513 0.143137 -2.4 1.7 3.4 0.375
N 0.289294 -0.088750 1.339693 0.1 -0.6 0.0 0.040
O 2.056417 -1.372554 -0.478088 0.5 -1.8 1.5 0.503
O 1.740874 1.170243 -0.149460 0.1 0.8 1.0 0.256
S 1.485725 -0.184501 -1.083166 1.6 -0.7 -6.0 0.709
H -1.364945 2.599678 -2.034262 0.0 0.0 -0.1 0.000
H 0.388450 2.461560 -1.880803 0.1 0.1 -0.1 0.001
H -0.561024 1.071561 -2.416620 0.0 0.1 0.0 0.006
H -1.099050 -3.330307 0.231478 0.0 -0.1 0.2 0.000
H -1.809037 -3.438271 -1.382266 -0.1 -0.1 -0.1 0.000
H -1.364769 -1.864289 -0.709798 -0.1 0.2 0.0 0.002
H 0.472865 1.529126 2.641373 0.0 0.0 0.2 0.001
H 0.604086 -0.078329 3.387240 0.0 0.1 0.0 0.002
H 1.970962 0.593979 2.467625 -0.1 0.0 0.0 0.001
H -0.770386 2.363443 0.353677 0.1 0.1 0.2 0.020
H -1.622163 0.910142 -0.167252 0.1 0.0 0.1 0.001
H 0.701653 -1.016274 1.221563 -0.2 0.3 0.2 0.007
H -0.099540 -3.002138 -1.190175 0.2 0.0 -0.1 0.002
```
Positions in Å, forces in eV/Å.

# C5H13NO3

2 unconnected molecules or ions with the total composition C5H13NO3 in a non-equilibrium geometry (ωB97M-V/def2-TZVPD, the OMol25 dataset).

Computed properties:
Total charge ... 0
SMILES ... C[C@](N)(O)CO.CC=O

Structure (XYZ):
```
22
Properties=species:S:1:pos:R:3:forces:R:3:nbo_charge:R:1
C -1.897364 -1.563816 1.236339 0.4 0.1 -0.1 -0.629
C -0.732351 -1.077776 0.382675 -0.9 2.4 -0.7 0.397
N -0.613480 -1.869042 -0.799580 0.1 -0.5 -0.3 -0.863
O 0.425024 -1.146839 1.143816 1.0 -0.2 0.0 -0.742
C -0.992281 0.564238 0.056808 -0.7 -1.9 0.7 -0.114
O -0.503373 1.326446 1.128100 0.1 0.1 0.2 -0.746
H -1.703126 -2.588567 1.542828 0.0 -0.1 0.0 0.228
H -1.984929 -0.936747 2.119865 -0.1 0.1 0.1 0.220
H -2.826893 -1.525785 0.673586 -0.1 0.0 0.0 0.205
H -1.435385 -1.820070 -1.385590 0.1 0.0 0.0 0.366
H 0.225193 -1.654983 -1.326095 -0.1 0.1 -0.1 0.376
H 1.194755 -1.031924 0.538493 -0.5 -0.1 0.6 0.504
H -2.080678 0.666439 0.008481 -0.1 0.1 0.1 0.163
H -0.644973 0.944887 -0.912199 0.5 -0.4 0.0 0.142
H 0.051900 0.720645 1.651109 -0.1 0.1 -0.1 0.491
C 2.047043 2.123190 -0.564635 0.0 0.1 0.4 -0.757
C 1.758708 0.845796 -1.269033 1.0 -0.3 -0.2 0.477
O 2.064335 -0.256161 -0.846671 -0.3 0.6 -0.3 -0.597
H 1.207294 2.361568 0.096281 -0.1 -0.1 0.0 0.289
H 2.927929 2.014592 0.065486 0.0 0.0 0.0 0.242
H 2.169025 2.955555 -1.251783 0.0 0.0 -0.2 0.228
H 1.343628 0.948355 -2.288278 -0.2 -0.2 0.1 0.119
```
Positions in Å, forces in eV/Å.

# C5H13NO3

2 unconnected molecules or ions with the total composition C5H13NO3 in a non-equilibrium geometry (ωB97M-V/def2-TZVPD, the OMol25 dataset).

Computed properties:
Total charge ... 0
SMILES ... CC(=O)C(C)(C)O.NO

Structure (XYZ):
```
22
Properties=species:S:1:pos:R:3:forces:R:3:nbo_charge:R:1
C 1.374754 -0.576547 1.353285 0.1 0.7 -0.1 -0.744
C 0.825899 -0.716827 -0.042351 -1.2 -1.4 -0.6 0.610
O 1.425163 -1.311813 -0.922490 -1.0 1.2 0.9 -0.540
C -0.805027 -0.438735 -0.197598 0.5 -0.8 -0.6 0.151
C -1.473185 -1.694278 0.370511 0.2 -0.3 0.4 -0.637
C -1.242559 -0.242125 -1.651135 0.3 0.2 -0.3 -0.647
O -1.231816 0.695264 0.566546 0.2 -0.1 0.3 -0.748
H 0.790242 0.144557 1.925419 0.1 -0.1 0.1 0.240
H 2.410841 -0.235153 1.290687 -0.1 -0.1 0.1 0.253
H 1.352295 -1.550623 1.846090 -0.1 0.0 -0.1 0.242
H -2.560136 -1.661618 0.228680 0.1 0.1 -0.2 0.208
H -1.094609 -2.604626 -0.104093 -0.1 0.2 0.0 0.233
H -1.310752 -1.775871 1.450065 0.2 0.0 -0.1 0.218
H -1.063141 0.785800 -1.981877 0.2 -0.1 0.1 0.228
H -2.321889 -0.396752 -1.767741 0.1 -0.1 0.2 0.203
H -0.722470 -0.919492 -2.333878 0.0 0.0 0.2 0.240
H -2.196034 0.635721 0.685907 0.5 0.1 -0.1 0.484
N 1.972071 2.456421 0.239524 -0.4 -0.1 -0.5 -0.530
O 0.991888 2.053245 -0.749753 -1.4 -1.2 1.0 -0.625
H 2.832052 2.421652 -0.313634 -0.2 0.1 0.3 0.340
H 1.764432 3.447469 0.378196 0.2 -0.2 0.0 0.334
H 0.281984 1.484332 -0.270359 1.8 1.9 -0.7 0.487
```
Positions in Å, forces in eV/Å.

# C5H13NO4

C5H13NO4 in the gas phase in a non-equilibrium geometry (ωB97M-V/def2-TZVPD, the OMol25 dataset).

Computed properties:
Total charge ... 0
SMILES ... COC[C@@H](OC)[C@]([NH3+])([O-])O

Structure (XYZ):
```
23
Properties=species:S:1:pos:R:3:forces:R:3:nbo_charge:R:1
C 0.668113 -2.352273 -0.984146 -0.1 0.0 -0.2 -0.252
O 1.051194 -1.618227 0.160553 0.0 -0.2 0.2 -0.563
C 1.501674 -0.299580 -0.081266 0.3 0.3 0.0 -0.085
C 0.408496 0.764650 -0.026225 0.7 0.1 0.4 -0.006
O -0.452509 0.592569 -1.129167 -0.2 -0.5 0.0 -0.569
C -0.876379 1.778669 -1.763744 -0.2 0.5 -0.1 -0.250
C -0.416484 0.806680 1.289955 -0.2 1.3 1.5 0.666
N -1.240782 -0.529382 1.294459 1.7 -2.0 2.1 -0.816
O -1.155576 1.817081 1.504887 0.7 -0.8 -0.3 -0.805
O 0.514126 0.402292 2.479821 -0.5 0.3 -1.4 -0.843
H 0.438779 -3.372066 -0.652476 0.1 0.2 -0.1 0.190
H -0.216675 -1.915235 -1.470683 0.2 -0.1 0.1 0.178
H 1.491981 -2.385815 -1.715430 -0.2 0.0 0.1 0.173
H 2.240462 -0.070320 0.696216 -0.2 -0.1 -0.1 0.215
H 1.999247 -0.242912 -1.063047 -0.1 0.0 0.2 0.177
H 0.917238 1.742639 -0.077314 -0.2 -0.2 0.1 0.204
H -1.535627 1.488066 -2.590288 0.2 0.0 0.2 0.188
H -1.425890 2.429190 -1.067697 0.2 -0.2 -0.1 0.204
H -0.013425 2.331852 -2.170821 -0.2 -0.1 0.1 0.165
H -0.410988 -1.206358 1.681088 -2.6 1.1 -2.2 0.496
H -1.781050 -0.615722 0.435433 0.7 -0.7 -0.3 0.433
H -1.916729 -0.518700 2.056333 0.1 0.6 0.1 0.415
H 0.210799 0.972909 3.193566 -0.1 0.2 -0.1 0.485
```
Positions in Å, forces in eV/Å.

Values of ΔE to the lowest compared entry with this formula, charge and spin, in order: 217.7, 0.0, 0.0, 150.2, 286.1, 219.0, all in kJ/mol.